C24H19AuF6O7P2S2Se | ωB97M-V/def2-TZVPD

Structure (XYZ):
```
62
Properties=species:S:1:pos:R:3:forces:R:3
Au 0.365857 1.741812 -1.157800 0.2 0.0 0.1
O -3.664912 0.163079 -1.983661 0.0 0.0 0.0
S -2.380725 0.023724 -1.359656 0.0 0.0 0.0
O -1.713371 1.374286 -1.257524 0.0 0.0 0.0
O -1.488762 -0.993216 -1.844842 0.0 0.0 0.0
C -2.720617 -0.380944 0.355506 0.0 0.0 0.0
C -3.926808 0.091635 0.851893 0.0 0.0 0.0
C -4.280039 -0.127914 2.174123 0.0 0.0 0.0
C -3.427574 -0.838010 3.000652 0.0 0.0 0.0
C -2.222851 -1.315643 2.505634 0.0 0.0 0.0
C -1.839846 -1.096954 1.181307 0.0 0.0 0.0
P -0.162543 -1.620047 0.670395 0.0 0.0 0.0
C -0.314816 -3.033449 -0.430565 0.0 0.0 0.0
C -1.363926 -3.939960 -0.334637 0.0 0.0 0.0
C -1.416643 -5.027784 -1.192858 0.0 0.0 0.0
C -0.426751 -5.202894 -2.150178 0.0 0.0 0.0
C 0.613134 -4.289285 -2.254060 0.0 0.0 0.0
C 0.671576 -3.203254 -1.394801 0.0 0.0 0.0
C 0.588478 -2.295139 2.178283 0.0 0.0 0.0
C 1.261272 -1.387566 2.996460 0.0 0.0 0.0
C 1.860823 -1.826136 4.167517 0.0 0.0 0.0
C 1.797867 -3.166554 4.524159 0.0 0.0 0.0
C 1.137449 -4.073451 3.707152 0.0 0.0 0.0
C 0.534389 -3.639439 2.535020 0.0 0.0 0.0
H -4.579921 0.633210 0.181664 0.0 0.0 0.0
H -5.216689 0.259845 2.553127 0.0 0.0 0.0
H -3.686463 -1.013872 4.036698 0.0 0.0 0.0
H -1.561614 -1.849639 3.173134 0.0 0.0 0.0
H -2.152948 -3.784319 0.392852 0.0 0.0 0.0
H -2.239888 -5.727832 -1.127100 0.0 0.0 0.0
H -0.476609 -6.044391 -2.829808 0.0 0.0 0.0
H 1.368705 -4.409999 -3.019334 0.0 0.0 0.0
H 1.453889 -2.460648 -1.491448 0.0 0.0 0.0
H 1.296770 -0.343083 2.712862 0.0 0.0 0.0
H 2.377570 -1.117746 4.802231 0.0 0.0 0.0
H 2.269408 -3.506654 5.438007 0.0 0.0 0.0
H 1.096749 -5.120981 3.978189 0.0 0.0 0.0
H 0.031178 -4.352079 1.893557 0.0 0.0 0.0
S 2.580182 2.250826 -0.939880 -0.1 -0.1 0.0
C 2.482553 4.008702 -0.983140 0.0 0.1 -0.1
C 2.471401 4.742698 0.201680 0.0 0.0 0.1
C 2.421189 6.127281 0.158980 0.0 0.0 0.0
C 2.369769 6.780401 -1.064594 0.0 0.0 0.0
C 2.371765 6.052936 -2.248424 0.0 0.0 0.0
C 2.432892 4.669496 -2.212020 0.0 0.0 0.0
H 2.482159 4.211172 1.143878 0.0 0.0 0.0
H 2.406619 6.695808 1.079962 0.0 0.0 0.0
H 2.320467 7.861932 -1.096750 0.0 0.0 0.0
H 2.321236 6.564355 -3.201051 0.0 0.0 0.0
H 2.426820 4.082010 -3.121099 0.0 0.0 0.0
F 0.263318 2.699846 -3.896417 0.0 0.0 0.0
P 0.771428 1.309816 -4.544887 -0.2 0.0 0.0
F 1.294023 -0.130080 -4.982086 0.0 0.0 0.0
F 2.279211 1.786107 -4.308597 0.1 0.0 0.0
F 0.736259 1.881001 -6.025324 0.0 0.0 0.0
F -0.732409 0.800751 -4.600279 0.0 0.0 0.0
F 0.813853 0.668492 -2.867868 0.1 0.0 0.0
O 0.685391 -0.501960 0.172621 -0.1 0.0 0.0
Se -0.920613 2.263964 1.700149 0.0 -0.1 0.1
O -1.858833 3.484522 2.202567 0.0 0.0 0.0
O 0.034105 2.915252 0.418272 0.0 0.0 -0.1
O 0.086420 1.675963 2.832156 0.0 0.0 0.0
```
Positions in Å, forces in eV/Å.

The net charge is -1. The value obtained for the relative energy (zero: lowest compared OMol25 entry of this formula, charge and spin) is 0.0 kJ/mol. As for the expectation value of S²: 0.762. As for the spin multiplicity: 2. Its maximum force is 0.2 eV Å⁻¹. Its HOMO-LUMO gap (alpha / beta) is 7.26 / 6.46 eV.